{"formula": "C17H38N4P2S", "method": "ωB97M-V/def2-TZVPD", "smiles": "CCCCNP(CCCCCN)[PH2]=S.CCCC#N.CCCC#N", "energy_ev": -53618.4509, "e_homo_ha": -0.2903, "orbital_gap_ev": 8.54, "symbols": ["C", "C", "C", "C", "N", "P", "C", "C", "C", "C", "C", "N", "P", "S", "H", "H", "H", "H", "H", "H", "H", "H", "H", "H", "H", "H", "H", "H", "H", "H", "H", "H", "H", "H", "H", "H", "H", "H", "C", "C", "C", "C", "N", "H", "H", "H", "H", "H", "H", "H", "C", "C", "C", "C", "N", "H", "H", "H", "H", "H", "H", "H"], "positions_angstrom": [[4.70500, 2.29781, -0.63144], [4.01904, 1.25845, 0.27051], [3.69118, -0.04580, -0.45532], [2.60893, -0.83794, 0.26814], [1.27418, -0.23281, 0.09581], [0.19244, -1.06271, -0.94890], [-1.15923, 0.16641, -1.05821], [-1.95944, 0.25320, 0.24445], [-2.97354, 1.39562, 0.23697], [-2.32844, 2.78319, 0.23635], [-3.27759, 3.86278, 0.76852], [-2.99292, 5.18320, 0.18692], [1.08094, -0.54716, -2.91604], [1.36355, 1.30495, -3.46798], [4.63974, 2.00981, -1.68168], [4.23379, 3.27597, -0.54544], [5.75946, 2.42339, -0.38319], [3.08749, 1.67311, 0.65995], [4.67094, 1.02040, 1.11394], [4.57776, -0.67858, -0.50993], [3.35580, 0.20077, -1.46354], [2.84527, -0.83645, 1.33461], [2.60433, -1.88876, -0.04989], [0.82054, -0.06302, 0.98479], [-0.75124, 1.13744, -1.34510], [-1.81041, -0.17123, -1.87212], [-2.48186, -0.69446, 0.40434], [-1.28204, 0.40480, 1.09085], [-3.58205, 1.29921, -0.66884], [-3.64500, 1.28385, 1.09167], [-1.40747, 2.76330, 0.82652], [-2.05583, 3.07345, -0.77853], [-4.30461, 3.55425, 0.55828], [-3.17768, 3.93434, 1.85288], [-2.93580, 5.89808, 0.89981], [-3.72359, 5.46645, -0.45336], [2.22332, -1.36595, -2.94295], [0.20758, -1.26305, -3.75366], [-6.81684, -0.83223, 4.82003], [-7.58087, -0.96002, 3.50920], [-6.70304, -0.67293, 2.28590], [-6.21926, 0.70759, 2.26701], [-5.83971, 1.79097, 2.25215], [-6.44991, 0.18495, 4.96408], [-7.45628, -1.07975, 5.66675], [-5.95852, -1.50658, 4.84034], [-8.43371, -0.27915, 3.50422], [-7.98050, -1.96994, 3.40358], [-7.25305, -0.85051, 1.36069], [-5.83528, -1.33620, 2.27682], [4.62724, -3.71690, -2.98988], [6.05540, -3.20119, -3.10686], [6.93489, -3.62574, -1.92390], [6.45036, -3.05634, -0.66716], [6.08018, -2.58507, 0.31171], [4.13496, -3.31147, -2.10343], [4.03971, -3.42917, -3.86169], [4.60597, -4.80595, -2.91653], [6.05287, -2.11177, -3.17551], [6.51783, -3.57555, -4.02154], [7.96561, -3.30035, -2.06979], [6.94938, -4.71303, -1.82540]], "forces_ev_per_a": [[0.0, 0.0, 0.0], [0.1, 0.0, -0.2], [-0.1, 0.0, 0.2], [-0.1, 0.1, 0.2], [0.1, -0.1, 0.1], [0.1, -0.2, -0.1], [-0.1, 0.0, 0.0], [-0.1, 0.0, -0.1], [0.2, -0.1, -0.1], [-0.2, 0.0, 0.0], [0.1, 0.1, -0.1], [0.0, 0.1, 0.1], [0.0, 0.6, 0.0], [0.0, -0.2, 0.1], [0.0, 0.0, 0.0], [0.0, 0.0, 0.0], [0.0, 0.0, 0.0], [0.0, 0.0, 0.0], [-0.1, 0.1, 0.1], [0.1, 0.1, -0.2], [0.0, -0.1, -0.1], [0.0, -0.1, 0.0], [0.0, 0.0, 0.0], [0.0, 0.1, -0.1], [0.1, 0.0, 0.0], [-0.1, 0.1, 0.0], [0.1, 0.0, 0.1], [0.0, 0.0, 0.1], [-0.2, 0.0, 0.1], [0.1, 0.1, 0.0], [0.0, 0.1, 0.0], [0.1, 0.0, 0.0], [0.0, 0.0, 0.1], [-0.1, -0.1, 0.0], [0.0, 0.0, 0.0], [0.1, 0.0, 0.0], [0.0, -0.1, -0.1], [0.0, -0.2, 0.0], [0.0, 0.0, 0.0], [0.0, 0.0, 0.0], [-0.1, 0.0, 0.0], [0.0, 0.0, 0.0], [-0.1, 0.0, 0.1], [0.0, 0.0, 0.0], [0.0, 0.0, 0.0], [0.0, 0.0, 0.0], [0.0, 0.0, 0.0], [0.0, 0.0, 0.0], [0.0, 0.0, 0.0], [0.0, 0.0, 0.0], [0.0, 0.0, 0.0], [0.0, 0.0, 0.0], [-0.1, 0.0, -0.1], [0.1, 0.0, 0.1], [-0.1, 0.0, 0.0], [0.0, 0.0, 0.0], [0.0, 0.0, 0.0], [0.0, 0.0, 0.0], [0.0, 0.0, 0.0], [0.0, 0.0, 0.0], [0.0, 0.0, 0.0], [0.0, 0.0, 0.0]]}